A structure of composition C33H32ClN3O4RbS5 in a non-equilibrium geometry. Source: the OMol25 dataset; level of theory: ωB97M-V/def2-TZVPD.

Summary:
- F_max: 0.0214 Eh/bohr
- Multiplicity: 1
- Energy above the lowest of the compared OMol25 structures with the same formula, charge and spin: 16.4 kcal per mole
- Charge: -1
- Electronic energy: -114758.5504 eV

CARTESIAN COORDINATES (ANGSTROEM)
Rb  -0.19  0.70  0.41
C  -0.02  -3.03  1.48
C  1.35  -3.70  1.55
S  2.67  -2.81  0.70
C  3.33  -4.08  -0.40
C  2.34  -4.73  -1.38
S  1.56  -3.55  -2.49
C  -0.17  -4.04  -2.41
C  -0.84  -4.04  -1.05
S  -0.64  -2.51  -0.12
H  -0.03  -2.12  2.07
H  -0.74  -3.70  1.97
H  1.30  -4.71  1.15
H  1.62  -3.80  2.60
H  3.82  -4.87  0.17
H  4.11  -3.57  -0.96
H  1.56  -5.25  -0.82
H  2.88  -5.50  -1.94
H  -0.30  -5.03  -2.86
H  -0.68  -3.34  -3.07
H  -0.48  -4.86  -0.43
H  -1.91  -4.22  -1.22
Cl  -1.11  5.03  6.36
C  -0.46  3.84  5.25
C  0.85  4.01  4.75
C  1.38  3.11  3.88
C  0.66  1.95  3.42
O  1.17  1.16  2.59
C  -0.67  1.81  3.96
C  -1.55  0.70  3.64
O  -1.37  -0.21  2.85
C  -1.19  2.76  4.86
H  1.42  4.88  5.07
H  2.38  3.25  3.49
H  -2.51  0.73  4.21
H  -2.20  2.62  5.24
O  -2.19  3.62  -2.44
S  -1.38  3.24  -1.28
O  -2.05  2.33  -0.36
N  -0.01  2.61  -1.59
C  0.97  3.22  -2.33
C  0.87  4.40  -3.02
C  1.97  4.93  -3.73
C  3.17  4.28  -3.77
C  3.31  3.05  -3.08
C  4.52  2.31  -3.09
C  4.59  1.13  -2.42
C  3.44  0.67  -1.74
N  2.31  1.33  -1.71
C  2.23  2.51  -2.37
C  -1.14  4.75  -0.35
C  -0.41  4.70  0.83
C  -0.26  5.84  1.60
C  -0.83  7.03  1.18
C  -1.55  7.08  0.00
C  -1.71  5.94  -0.77
H  -0.07  4.94  -3.05
H  1.84  5.87  -4.25
H  4.02  4.69  -4.31
H  5.37  2.71  -3.63
H  5.50  0.53  -2.41
H  3.46  -0.27  -1.20
H  0.04  3.77  1.16
H  0.30  5.79  2.52
H  -0.73  7.92  1.79
H  -1.99  8.02  -0.33
H  -2.27  5.96  -1.70
S  -2.57  -1.29  -3.20
C  -3.87  -0.35  -2.74
N  -3.70  0.99  -2.55
C  -4.63  1.85  -2.10
C  -5.90  1.41  -1.85
C  -6.17  0.04  -2.07
C  -5.19  -0.81  -2.50
H  -2.77  1.37  -2.72
H  -4.27  2.86  -1.96
H  -6.65  2.09  -1.48
H  -7.16  -0.35  -1.88
H  -5.39  -1.86  -2.66

A structure of composition C27H18AsCl2MnNOS in a non-equilibrium geometry. Source: the OMol25 dataset; level of theory: ωB97M-V/def2-TZVPD.

Summary:
- F_max: 0.0421 Eh/bohr
- Multiplicity: 6
- Electronic energy: -159869.2712 eV

CARTESIAN COORDINATES (ANGSTROEM)
Mn  0.74  0.45  -0.77
Cl  2.82  4.76  -1.51
C  2.80  3.44  -2.62
C  3.19  3.66  -3.94
C  3.14  2.65  -4.87
Cl  3.68  2.96  -6.48
C  2.64  1.38  -4.53
C  2.46  0.32  -5.44
C  1.89  -0.85  -5.00
C  1.50  -0.97  -3.66
N  1.67  -0.01  -2.77
C  2.24  1.15  -3.18
C  2.35  2.19  -2.18
O  2.01  1.93  -0.97
H  3.52  4.65  -4.24
H  2.75  0.45  -6.47
H  1.73  -1.67  -5.68
H  1.04  -1.88  -3.31
S  -1.32  1.04  -1.53
C  -2.55  0.22  -0.59
C  -3.89  0.53  -0.85
C  -4.90  -0.05  -0.12
C  -4.60  -0.95  0.89
C  -3.28  -1.29  1.14
C  -2.24  -0.71  0.42
As  -0.35  -1.15  0.71
C  0.23  0.44  1.71
C  -0.62  1.49  2.05
C  -0.17  2.55  2.82
C  1.14  2.57  3.27
C  2.00  1.52  2.96
C  1.55  0.47  2.18
C  -0.56  -2.42  2.23
C  -0.97  -3.71  1.89
C  -1.20  -4.65  2.88
C  -1.01  -4.31  4.21
C  -0.57  -3.04  4.55
C  -0.35  -2.09  3.56
H  -4.10  1.24  -1.64
H  -5.93  0.21  -0.32
H  -5.39  -1.39  1.48
H  -3.04  -2.00  1.93
H  -1.65  1.47  1.71
H  -0.84  3.35  3.07
H  1.49  3.39  3.88
H  3.01  1.53  3.34
H  2.22  -0.37  1.95
H  -1.12  -3.95  0.84
H  -1.54  -5.64  2.62
H  -1.20  -5.04  4.99
H  -0.41  -2.78  5.58
H  -0.02  -1.10  3.83

A cluster of 2 separate species, C8H13Cl4FN3 in total in a non-equilibrium geometry. Source: the OMol25 dataset; level of theory: ωB97M-V/def2-TZVPD.

Summary:
- F_max: 0.1300 Eh/bohr
- Multiplicity: 1
- Energy above the lowest of the compared OMol25 structures with the same formula, charge and spin: 77.9 kcal per mole
- Charge: +1
- Electronic energy: -65775.2171 eV

CARTESIAN COORDINATES (ANGSTROEM)
N  -1.42  2.27  2.14
C  -0.81  1.01  1.62
C  0.73  1.22  1.12
C  1.35  -0.24  0.93
N  2.41  -0.95  1.59
C  2.40  -2.26  0.93
C  1.31  -2.38  -0.15
C  0.87  -3.57  -1.12
C  0.28  -3.09  -2.53
F  -0.74  -2.05  -2.42
N  0.70  -1.05  -0.06
H  -1.96  1.98  2.98
H  -2.18  2.52  1.46
H  -0.78  0.21  2.45
H  -1.43  0.62  0.72
H  0.73  1.73  0.07
H  1.33  1.91  1.80
H  3.00  -0.57  2.34
H  3.12  -3.10  1.22
H  0.17  -4.28  -0.56
H  1.82  -4.18  -1.36
H  -0.23  -3.97  -3.08
H  1.11  -2.65  -3.21
H  -0.10  -0.62  -0.55
C  -2.34  4.29  -1.26
Cl  -1.80  5.91  -0.77
Cl  -3.52  3.68  -0.09
Cl  -3.09  4.38  -2.87
Cl  -0.94  3.20  -1.32

A structure of composition C29H38N2O2PtSi2 in a non-equilibrium geometry. Source: the OMol25 dataset; level of theory: ωB97M-V/def2-TZVPD.

Summary:
- F_max: 0.0660 Eh/bohr
- Multiplicity: 3
- Charge: -2
- Electronic energy: -56765.3866 eV

CARTESIAN COORDINATES (ANGSTROEM)
Pt  0.96  -0.66  0.17
C  5.15  -0.41  0.31
C  3.77  -0.60  0.82
O  2.84  -0.04  0.13
C  3.59  -1.45  1.95
C  2.37  -1.85  2.52
C  2.35  -2.57  3.85
N  1.20  -1.62  1.88
N  0.11  -2.08  2.50
C  -0.89  -2.21  1.59
O  -0.71  -1.94  0.33
C  -2.21  -2.68  2.01
C  -2.52  -2.98  3.32
C  -3.76  -3.45  3.66
C  -4.80  -3.54  2.69
C  -4.45  -3.30  1.35
C  -3.19  -2.84  1.04
H  5.19  -0.40  -0.82
H  5.78  -1.18  0.73
H  5.54  0.60  0.63
H  4.55  -1.75  2.39
H  1.68  -2.07  4.57
H  3.37  -2.58  4.19
H  1.98  -3.57  3.61
H  -1.76  -2.73  4.04
H  -4.00  -3.74  4.67
H  -5.82  -3.83  3.03
H  -5.21  -3.41  0.59
H  -2.96  -2.62  0.03
C  2.14  2.46  -4.34
C  1.89  2.66  -2.97
C  1.65  1.60  -2.10
C  1.47  0.26  -2.61
C  1.14  -0.90  -1.86
C  1.08  -2.13  -2.42
C  1.32  -2.24  -3.82
C  1.59  -1.16  -4.63
C  1.71  0.12  -4.02
C  2.06  1.19  -4.86
H  2.35  3.34  -4.98
H  1.95  3.67  -2.55
H  1.65  1.73  -1.01
H  0.85  -3.05  -1.86
H  1.23  -3.22  -4.33
H  1.70  -1.29  -5.67
H  2.13  1.02  -5.91
C  -2.18  -0.47  -2.12
Si  -2.10  1.05  -0.91
C  -3.75  1.08  -0.04
C  -2.08  2.50  -2.08
C  -0.76  0.92  0.42
Si  -0.13  2.57  1.14
C  1.50  2.44  2.06
C  0.07  4.11  -0.04
C  -1.35  3.17  2.45
H  -3.18  -0.51  -2.63
H  -1.98  -1.47  -1.74
H  -1.47  -0.25  -2.88
H  -4.51  0.72  -0.80
H  -4.06  2.12  0.23
H  -3.80  0.41  0.85
H  -2.49  2.25  -3.08
H  -1.04  2.77  -2.32
H  -2.62  3.34  -1.68
H  -1.13  0.40  1.33
H  2.26  2.03  1.38
H  1.36  1.71  2.95
H  1.90  3.42  2.41
H  0.56  3.85  -0.99
H  0.70  4.94  0.36
H  -0.93  4.48  -0.33
H  -1.66  2.29  3.09
H  -2.27  3.62  2.05
H  -0.86  3.98  3.08